# 1
ORCA calculation (ωB97M-V with the def2-TZVPD basis set) on C13H25Br8Cl3O4Sr2 as an isolated structure.

Its HOMO energy is -0.2355 hartree. As for the electronic energy: -22845.2981 a.u. The value obtained for the LUMO energy is -1.98 eV.

Each line ends with the Mulliken charge.
Cartesian coordinates (Å):
Sr: 1.084 -4.790 -0.190  1.53
Sr: -2.339 -2.667 0.475  1.37
O: -3.129 -3.768 -1.973  -0.79
C: -2.235 -3.092 -2.825  -0.62
C: -0.672 -3.532 -2.927  0.29
O: -0.246 -4.825 -2.536  -0.86
H: -2.253 -2.013 -2.669  0.16
H: -2.616 -3.161 -3.844  0.36
H: -0.153 -2.802 -2.306  -0.35
H: -0.280 -3.452 -3.941  0.31
O: -1.880 -0.201 0.564  -0.92
C: -0.460 -0.031 0.855  -0.07
C: 0.613 -1.181 0.529  -0.18
O: 0.273 -2.570 0.735  -0.91
H: -0.440 0.072 1.940  0.13
H: -0.180 0.967 0.517  0.02
H: 1.487 -0.880 1.106  0.05
H: 0.884 -1.161 -0.526  0.37
Br: 1.750 -1.341 6.259  -0.18
C: 0.775 -0.570 4.645  -0.59
C: 0.540 0.968 4.621  -0.33
Br: 2.307 1.851 4.562  -0.14
H: -0.169 -1.113 4.602  0.40
H: 1.437 -0.756 3.799  0.25
H: -0.045 1.249 5.497  0.41
H: 0.047 1.365 3.734  0.19
Br: -6.753 0.898 -3.758  -0.18
C: -5.511 1.546 -2.369  -0.57
C: -4.449 0.470 -1.990  -0.19
Br: -5.145 -1.174 -1.046  -0.17
H: -6.179 1.785 -1.541  0.34
H: -5.087 2.458 -2.788  0.38
H: -3.565 0.809 -1.451  0.00
H: -4.066 0.019 -2.905  0.39
Br: 3.964 -3.983 -0.436  -0.22
C: 4.640 -2.070 -0.140  -0.35
C: 4.944 -1.512 -1.544  -0.65
Br: 5.617 0.361 -1.409  -0.13
H: 5.504 -2.096 0.523  0.45
H: 3.916 -1.515 0.457  0.21
H: 4.068 -1.506 -2.193  0.38
H: 5.717 -2.061 -2.081  0.42
Br: 1.561 4.947 -1.051  -0.17
C: 2.957 4.003 -0.109  -0.63
C: 2.401 2.762 0.583  -0.36
Br: 3.950 2.041 1.536  -0.20
H: 3.503 4.715 0.509  0.44
H: 3.686 3.781 -0.889  0.34
H: 2.180 1.943 -0.101  0.27
H: 1.704 3.023 1.380  0.32
C: -2.713 3.406 0.498  0.47
Cl: -4.471 3.594 0.613  -0.12
Cl: -1.911 4.867 1.301  -0.16
Cl: -2.287 3.415 -1.243  -0.15
H: -2.278 2.509 0.938  -0.09

---

# 2
ORCA calculation (ωB97M-V with the def2-TZVPD basis set) on C13H25CaO10P as an isolated structure.

Its HOMO energy is 0.0603 hartree. The calculation puts the energy above the lowest of the compared OMol25 structures with the same formula, charge and spin at 69.5 kcal per mole. As for the electronic energy: -2281.8399 a.u. The charge is -2. The value obtained for the LUMO energy is 4.38 eV.

Each line ends with the Mulliken charge.
Cartesian coordinates (Å):
Ca: 16.989 -25.402 8.595  1.23
P: 15.628 -26.467 10.859  0.30
O: 14.556 -27.514 11.109  -0.92
O: 16.486 -27.173 9.879  -0.77
O: 16.165 -26.167 12.281  -0.82
O: 15.312 -25.224 9.990  -0.52
O: 19.557 -26.482 5.410  -0.52
C: 18.804 -26.144 6.427  0.83
O: 17.853 -26.926 6.831  -0.79
O: 18.779 -24.980 6.913  -0.75
H: 18.977 -27.220 5.207  0.32
C: 16.544 -20.855 8.752  -0.47
C: 16.415 -21.092 10.212  -0.62
C: 16.911 -22.555 10.464  -0.67
O: 17.120 -23.023 9.168  0.85
C: 17.360 -21.962 8.264  -0.72
H: 17.016 -19.877 8.659  0.28
H: 15.543 -20.858 8.320  0.21
H: 15.375 -20.947 10.507  0.29
H: 17.029 -20.407 10.796  0.31
H: 16.089 -23.180 10.812  0.28
H: 17.631 -22.575 11.282  0.09
H: 17.092 -22.225 7.240  0.04
H: 18.449 -21.917 8.271  0.46
C: 20.392 -25.192 11.771  -0.71
C: 20.675 -23.985 10.934  -0.52
C: 20.156 -24.361 9.605  -0.51
O: 18.961 -24.996 10.015  0.17
C: 19.033 -25.681 11.257  -0.70
H: 20.325 -24.897 12.818  0.29
H: 21.192 -25.932 11.750  0.36
H: 21.753 -23.833 10.874  0.35
H: 20.009 -23.180 11.243  0.20
H: 20.875 -24.962 9.049  0.40
H: 20.034 -23.559 8.877  0.06
H: 18.966 -26.768 11.224  0.20
H: 18.231 -25.124 11.740  0.42
C: 14.322 -24.430 5.036  -0.68
C: 13.962 -23.253 5.935  -0.63
C: 14.298 -23.868 7.304  -0.60
O: 15.557 -24.417 6.980  0.23
C: 15.658 -24.857 5.625  -0.62
H: 14.525 -24.087 4.021  0.32
H: 13.727 -25.336 5.143  0.40
H: 12.910 -22.993 6.052  0.37
H: 14.517 -22.335 5.742  0.23
H: 13.677 -24.714 7.601  0.38
H: 14.261 -23.219 8.179  0.15
H: 15.724 -25.922 5.403  0.20
H: 16.508 -24.384 5.134  0.34

---

# 3
ORCA calculation (ωB97M-V with the def2-TZVPD basis set) on a 2-piece molecular cluster, C13H25Cl3N2O2P overall.

Its HOMO energy (spin up / spin down) is -0.2908 / -0.3034 hartree. As for the electronic energy: -2492.1320 a.u. As for the expectation value of S²: 0.755. The multiplicity is 2. The value obtained for the LUMO energy (spin up / spin down) is 0.55 / 0.35 eV.

Each line ends with the Löwdin spin population.
Cartesian coordinates (Å):
C: -0.206 3.153 0.035  -0.01
C: -1.415 2.671 0.289  0.02
C: -2.152 1.626 -0.516  0.00
C: -1.509 0.202 -0.566  0.00
P: -2.905 -1.059 -0.597  0.00
N: -4.111 -0.276 -1.532  0.00
O: -3.507 -0.923 0.922  0.00
C: -0.753 -0.073 -1.881  0.00
C: 0.765 0.221 -1.947  0.03
C: 1.496 -0.965 -2.599  0.02
C: 1.016 1.430 -2.877  0.01
N: 1.335 0.579 -0.620  0.38
O: 2.595 0.768 -0.647  0.49
C: 0.846 -0.166 0.569  0.03
C: 1.362 -1.625 0.531  0.02
C: 1.398 0.493 1.837  0.00
C: -0.697 -0.144 0.694  0.00
H: 0.544 3.217 0.818  0.00
H: 0.089 3.517 -0.942  0.00
H: -1.959 3.096 1.133  0.00
H: -3.140 1.527 -0.054  0.00
H: -2.364 1.950 -1.538  0.00
H: -4.960 -0.093 -1.013  0.00
H: -4.334 -0.836 -2.344  0.00
H: -3.400 -0.042 1.307  0.00
H: -1.264 0.479 -2.667  0.00
H: -0.901 -1.131 -2.119  0.00
H: 2.554 -0.963 -2.345  0.00
H: 1.417 -0.856 -3.681  0.00
H: 1.048 -1.926 -2.350  0.00
H: 0.274 1.472 -3.671  0.00
H: 1.998 1.338 -3.338  0.00
H: 1.042 2.354 -2.312  0.00
H: 1.681 -1.948 1.518  0.00
H: 0.615 -2.314 0.138  0.00
H: 2.234 -1.687 -0.117  0.00
H: 2.466 0.677 1.755  0.00
H: 0.855 1.402 2.086  0.00
H: 1.241 -0.189 2.672  0.00
H: -0.992 0.500 1.520  0.00
H: -0.964 -1.160 1.001  0.00
C: 2.562 -2.865 4.841  0.00
Cl: 3.782 -1.780 4.177  0.00
Cl: 0.942 -2.324 4.398  0.00
Cl: 2.836 -4.522 4.308  0.00
H: 2.639 -2.841 5.919  0.00

---

# 4
ORCA calculation (ωB97M-V with the def2-TZVPD basis set) on C13H25ClNO6PmS4 as an isolated structure.

Its HOMO energy (spin up / spin down) is -0.5584 / -0.5596 hartree. As for the electronic energy: -3677.2472 a.u. As for the expectation value of S²: 6.005. The multiplicity is 5. The charge is +2. The value obtained for the LUMO energy (spin up / spin down) is -5.99 / -4.97 eV.

Each line ends with the Löwdin spin population.
Cartesian coordinates (Å):
Pm: -0.304 0.806 1.001  4.04
C: 3.353 0.401 2.278  0.00
C: 3.599 1.717 1.552  0.00
S: 2.065 2.656 1.311  0.00
C: 2.364 3.484 -0.271  0.00
C: 1.079 4.117 -0.795  0.00
S: -0.382 3.059 -0.963  -0.01
C: -0.187 2.234 -2.562  0.00
C: 1.011 1.313 -2.748  0.00
S: 0.999 -0.071 -1.572  0.00
C: 2.762 -0.313 -1.237  0.00
C: 2.953 -1.241 -0.042  0.00
S: 2.186 -0.759 1.528  0.00
H: 2.947 0.579 3.277  0.00
H: 4.305 -0.112 2.426  0.00
H: 4.065 1.549 0.582  0.00
H: 4.296 2.313 2.141  0.00
H: 2.774 2.772 -0.984  0.00
H: 3.103 4.274 -0.133  0.00
H: 1.273 4.578 -1.766  0.00
H: 0.760 4.927 -0.138  0.00
H: -0.169 3.000 -3.340  0.00
H: -1.123 1.688 -2.695  0.00
H: 1.948 1.857 -2.640  0.00
H: 0.990 0.919 -3.764  0.00
H: 3.230 0.653 -1.061  0.00
H: 3.246 -0.761 -2.106  0.00
H: 4.019 -1.392 0.136  0.00
H: 2.546 -2.230 -0.263  0.00
O: -1.516 2.404 2.330  -0.01
Cl: -1.536 1.372 3.418  0.00
O: -1.965 1.852 4.648  0.00
O: -0.125 0.880 3.422  -0.01
O: -2.296 0.276 2.855  0.00
O: -2.134 0.077 -0.380  -0.01
C: -2.093 -1.078 0.113  0.00
O: -1.071 -1.502 0.723  0.00
C: -3.343 -1.937 0.049  0.00
N: -3.129 -3.132 0.951  0.00
C: -2.738 -4.284 0.045  0.00
C: -3.615 -4.054 -1.168  0.00
C: -3.655 -2.528 -1.342  0.00
H: -4.161 -1.342 0.452  0.00
H: -3.989 -3.354 1.453  0.00
H: -2.395 -2.922 1.633  0.00
H: -2.895 -5.214 0.585  0.00
H: -1.677 -4.148 -0.155  0.00
H: -4.615 -4.452 -0.991  0.00
H: -3.215 -4.560 -2.044  0.00
H: -4.629 -2.188 -1.683  0.00
H: -2.919 -2.182 -2.068  0.00

---

# 5
ORCA calculation (ωB97M-V with the def2-TZVPD basis set) on C13H25N3S5Ti as an isolated structure.

Its HOMO energy is -0.2826 hartree. The calculation puts the energy above the lowest of the compared OMol25 structures with the same formula, charge and spin at 49.9 kcal per mole. As for the electronic energy: -3514.9451 a.u. The value obtained for the LUMO energy is -0.82 eV.

Each line ends with the Mulliken charge.
Cartesian coordinates (Å):
Ti: 0.574 0.456 -0.992  -0.01
C: -3.027 3.682 -0.398  -0.40
C: -2.136 4.537 0.084  -0.47
S: 0.722 2.614 -0.019  -0.15
C: 1.625 2.252 1.520  -0.38
C: 2.887 1.462 1.237  -0.65
S: 2.484 -0.059 0.311  -0.29
C: 2.188 -3.608 0.003  -0.39
C: 2.686 -3.466 -1.212  -0.51
S: 0.339 -1.397 -2.507  -0.21
C: -0.323 -0.612 -4.026  -0.71
C: -0.309 0.908 -3.981  -0.47
S: -1.011 1.566 -2.429  -0.22
H: -3.290 3.664 -1.448  0.21
H: -3.506 2.948 0.238  0.20
H: -1.858 4.533 1.129  0.22
H: -1.640 5.261 -0.549  0.22
H: 0.975 1.674 2.178  0.05
H: 1.867 3.201 2.003  0.44
H: 3.387 1.153 2.157  0.39
H: 3.594 2.037 0.642  0.31
H: 1.285 -4.181 0.178  0.20
H: 2.655 -3.149 0.866  0.24
H: 2.213 -3.912 -2.076  0.25
H: 3.586 -2.889 -1.389  0.22
H: -1.348 -0.970 -4.150  0.29
H: 0.253 -0.974 -4.880  0.39
H: -0.882 1.320 -4.816  0.43
H: 0.716 1.268 -4.077  0.12
C: 2.335 0.876 -1.964  -0.57
H: 3.125 0.147 -2.133  0.46
H: 2.627 1.878 -2.290  0.33
C: -0.771 -2.674 4.293  -1.03
C: -1.226 -1.248 3.973  -0.49
C: -1.418 -1.035 2.512  0.26
N: -0.630 -0.355 1.767  -0.50
N: -0.974 -0.350 0.454  0.64
C: -2.081 -1.008 0.192  0.46
N: -2.657 -1.044 -1.005  -0.30
S: -2.754 -1.752 1.618  -0.22
H: -0.666 -2.810 5.368  0.34
H: 0.190 -2.880 3.823  0.29
H: -1.491 -3.408 3.929  0.33
H: -0.476 -0.526 4.296  0.22
H: -2.152 -1.017 4.504  0.33
H: -2.241 -0.481 -1.746  -0.07
H: -3.445 -1.635 -1.190  0.20

---

# 6
ORCA calculation (ωB97M-V with the def2-TZVPD basis set) on C13H25O2Si2 as an isolated structure.

Its HOMO energy is -0.4652 hartree. As for the electronic energy: -1239.6650 a.u. The charge is +1. The value obtained for the LUMO energy is -5.56 eV.

Each line ends with the Mulliken charge.
Cartesian coordinates (Å):
C: 3.203 -0.739 5.295  -0.57
O: 1.792 -0.470 5.384  -0.23
C: 0.970 -1.469 5.589  -0.45
C: -0.386 -1.299 5.192  0.99
C: -1.221 -2.444 5.102  -0.44
C: -2.588 -2.288 4.928  -0.58
C: -3.128 -0.995 4.780  -0.34
C: -2.288 0.137 4.735  -0.56
C: -0.925 -0.007 4.910  -0.31
H: 3.674 0.241 5.178  0.26
H: 3.532 -1.247 6.208  0.26
H: 3.412 -1.367 4.423  0.34
H: 1.390 -2.471 5.818  0.50
H: -0.746 -3.428 5.209  0.43
H: -3.240 -3.165 4.962  0.43
H: -4.209 -0.868 4.767  0.42
H: -2.720 1.131 4.609  0.39
H: -0.239 0.849 4.873  0.40
C: 2.737 -2.896 10.192  -1.03
Si: 1.758 -1.456 9.517  0.18
C: 2.487 0.139 10.156  -1.03
H: 1.685 -1.489 7.959  0.01
O: 0.259 -1.572 10.205  -0.25
Si: -1.229 -1.691 9.475  0.34
C: -2.502 -1.784 10.863  -1.05
C: -1.483 -0.156 8.428  -0.65
C: -1.242 -3.253 8.440  -0.72
H: 3.737 -2.847 9.735  0.32
H: 2.850 -2.870 11.285  0.32
H: 2.270 -3.857 9.935  0.29
H: 3.486 0.240 9.708  0.31
H: 1.876 1.007 9.872  0.30
H: 2.593 0.161 11.251  0.32
H: -3.515 -1.867 10.444  0.32
H: -2.330 -2.657 11.507  0.30
H: -2.470 -0.886 11.496  0.30
H: -2.408 -0.269 7.850  0.22
H: -1.584 0.742 9.050  0.38
H: -0.674 0.032 7.714  0.11
H: -2.186 -3.304 7.885  0.26
H: -0.429 -3.298 7.709  0.13
H: -1.170 -4.153 9.063  0.38

---

Max |F|: 3.2 7.1 1.7 1.1 1.6 2.3 (eV Å⁻¹)